{
  "formula": "C34H45MnN6OP2S",
  "method": "ωB97M-V with the def2-TZVPD basis set",
  "elements": ["Mn", "C", "C", "N", "C", "C", "N", "C", "C", "C", "N", "C", "C", "N", "C", "H", "H", "H", "H", "H", "H", "H", "H", "H", "H", "H", "H", "H", "H", "H", "H", "H", "H", "H", "H", "H", "H", "H", "H", "N", "P", "C", "C", "C", "C", "C", "C", "C", "C", "C", "C", "C", "C", "P", "C", "C", "C", "C", "C", "C", "C", "C", "C", "C", "C", "C", "H", "H", "H", "H", "H", "H", "H", "H", "H", "H", "H", "H", "H", "H", "H", "H", "H", "H", "H", "H", "H", "O", "S", "N"],
  "xyz": [[0.48035, 0.17531, -0.16456], [3.14245, -0.86636, -2.69000], [3.41810, -0.88819, -1.18078], [2.30669, -1.21622, -0.26346], [1.93052, -2.63014, -0.13526], [0.75137, -3.00649, -1.01781], [-0.38561, -2.08680, -0.85618], [-1.34446, -2.28531, -1.95423], [-2.58615, -1.37913, -1.94698], [-2.61939, -0.18379, -1.00507], [-1.49803, 0.76549, -1.07658], [-1.27806, 1.49204, -2.33372], [-0.26393, 0.78764, -3.22201], [0.98823, 0.50272, -2.50399], [1.75350, -0.52223, -3.22534], [3.39956, -1.83145, -3.13406], [3.86530, -0.15955, -3.10437], [3.76776, 0.09270, -0.86205], [4.24800, -1.58246, -1.00309], [2.63965, -0.91565, 0.64853], [1.67302, -2.80716, 0.91318], [2.77602, -3.28701, -0.36798], [0.46312, -4.04542, -0.81340], [1.05916, -2.97718, -2.06405], [-0.84692, -2.31347, 0.02363], [-1.67083, -3.33209, -1.98603], [-0.78563, -2.12711, -2.87654], [-3.46088, -1.97589, -1.67977], [-2.77158, -1.04256, -2.96956], [-2.65283, -0.53309, 0.03148], [-3.56515, 0.34156, -1.18885], [-1.68383, 1.45245, -0.34844], [-0.89476, 2.48086, -2.06923], [-2.21410, 1.63804, -2.88462], [-0.08728, 1.38522, -4.12364], [-0.67182, -0.16610, -3.55873], [1.53412, 1.36034, -2.43293], [1.86960, -0.24394, -4.28114], [1.12783, -1.41426, -3.22543], [-0.32183, 1.16995, 3.08568], [0.18354, -0.35059, 2.46633], [-1.29803, -1.39653, 2.65755], [-1.16640, -2.77305, 2.45811], [-2.28128, -3.59519, 2.46843], [-3.54330, -3.04823, 2.67326], [-3.67864, -1.68513, 2.88563], [-2.56050, -0.85948, 2.87982], [1.28558, -0.91900, 3.78322], [0.77287, -1.24206, 5.04149], [1.62892, -1.63789, 6.05444], [2.99646, -1.71566, 5.81844], [3.51260, -1.38735, 4.57465], [2.65763, -0.98725, 3.55706], [-0.83572, 2.25750, 1.86053], [0.71300, 3.06130, 1.26486], [1.75277, 3.40650, 2.29923], [2.83206, 4.00519, 1.81205], [2.78917, 4.25704, 0.34247], [1.49390, 4.87876, -0.06627], [0.41372, 4.30120, 0.44714], [-1.69970, 3.55413, 2.79173], [-2.95305, 3.94401, 2.32770], [-3.65960, 4.95609, 2.96229], [-3.11801, 5.58128, 4.07294], [-1.87189, 5.19505, 4.55128], [-1.16552, 4.18981, 3.91385], [0.29137, 1.51782, 3.81452], [-0.18171, -3.21096, 2.32243], [-2.16745, -4.66259, 2.33042], [-4.41519, -3.68830, 2.68308], [-4.65719, -1.25964, 3.06522], [-2.67004, 0.20183, 3.06345], [-0.29440, -1.19244, 5.21989], [1.23202, -1.89009, 7.02853], [3.66156, -2.02920, 6.61184], [4.57816, -1.43385, 4.39653], [3.07218, -0.68660, 2.60024], [1.68014, 3.09172, 3.33127], [3.72622, 4.20277, 2.38373], [3.67861, 4.72303, -0.06943], [1.47217, 5.72377, -0.73954], [-0.60102, 4.63560, 0.26678], [-3.38220, 3.44907, 1.46368], [-4.63162, 5.25218, 2.59142], [-3.66567, 6.37022, 4.57061], [-1.45018, 5.68275, 5.41978], [-0.19349, 3.90790, 4.29582], [3.87821, 1.77643, 0.37338], [2.76500, 2.46965, -0.32477], [1.32111, 2.05128, 0.29446]],
  "atomic_forces_ev_per_a": [[0.3385, -0.2952, -0.8711], [-0.0063, 0.0048, -0.0072], [0.0133, -0.0221, -0.0878], [0.0151, 0.1117, 0.2115], [-0.0107, 0.0037, 0.0204], [0.0332, -0.0207, -0.0224], [0.0250, 0.0294, 0.2213], [0.0353, -0.0030, -0.0387], [-0.0114, -0.0199, 0.0150], [-0.0154, 0.0067, -0.0031], [-0.0044, 0.1228, 0.2362], [0.0270, -0.0392, -0.0300], [-0.0135, 0.0089, 0.0135], [0.0257, 0.1019, 0.0830], [-0.0407, -0.0386, -0.0199], [-0.0246, -0.0086, -0.0046], [0.0040, -0.0129, -0.0115], [-0.0180, -0.1048, -0.0251], [0.0013, 0.0042, -0.0121], [0.0567, 0.0205, -0.0706], [-0.0247, 0.0097, -0.0118], [-0.0106, -0.0060, 0.0133], [0.0160, 0.0148, 0.0030], [-0.0171, -0.0030, 0.0330], [-0.0540, -0.0438, -0.0171], [0.0063, 0.0105, 0.0004], [-0.0092, -0.0012, 0.0041], [-0.0006, 0.0085, -0.0115], [0.0157, 0.0051, -0.0057], [0.0025, 0.0006, 0.0030], [0.0075, -0.0191, 0.0097], [-0.0173, 0.0058, -0.0293], [0.0057, -0.0058, 0.0002], [0.0138, -0.0010, -0.0047], [-0.0091, 0.0010, 0.0134], [0.0061, 0.0078, 0.0037], [0.0291, -0.0216, -0.0336], [-0.0147, -0.0017, 0.0141], [0.0240, 0.0123, 0.0012], [0.2327, -0.0535, -0.2259], [-0.3268, 0.0120, 0.0540], [0.0456, -0.0195, 0.1419], [0.0055, 0.0036, -0.0100], [-0.0172, -0.0100, -0.0061], [0.0018, -0.0018, 0.0061], [-0.0175, -0.0128, -0.0124], [-0.0146, 0.0139, 0.0079], [0.0212, -0.0415, -0.0250], [0.0162, -0.0577, -0.0429], [0.0046, -0.0028, 0.0055], [0.0113, -0.0001, 0.0123], [-0.0018, 0.0084, -0.0147], [0.0310, 0.0882, -0.0141], [-0.1689, 0.1064, 0.1291], [0.1192, -0.0414, 0.0359], [0.0393, 0.0387, 0.0289], [-0.0087, 0.0243, 0.0639], [0.0434, -0.0149, -0.0300], [-0.1059, -0.0243, 0.0011], [0.0645, 0.0743, -0.0705], [0.1049, 0.0421, 0.0055], [-0.0172, -0.0180, -0.0343], [-0.0219, 0.0106, 0.0024], [-0.0052, 0.0104, 0.0135], [0.0067, -0.0102, 0.0058], [-0.0209, -0.0187, -0.0151], [-0.1292, -0.0047, 0.1137], [0.0062, 0.0012, -0.0035], [-0.0010, -0.0027, -0.0003], [-0.0065, -0.0048, -0.0007], [-0.0085, 0.0008, 0.0018], [0.0052, 0.0076, -0.0032], [-0.0144, -0.0025, 0.0012], [-0.0045, -0.0017, 0.0057], [0.0075, -0.0033, 0.0056], [0.0109, -0.0005, -0.0023], [-0.0031, 0.0036, 0.0487], [-0.0037, -0.0208, 0.0191], [0.0109, -0.0021, 0.0047], [-0.0042, 0.0127, 0.0057], [-0.0019, 0.0136, -0.0025], [-0.0094, 0.0123, 0.0048], [0.0034, 0.0018, -0.0071], [-0.0071, 0.0000, -0.0035], [-0.0058, 0.0062, 0.0061], [0.0054, 0.0046, 0.0070], [0.0309, 0.0016, 0.0094], [0.0554, 0.0185, 0.1172], [-0.0452, -0.0293, -0.0912], [-0.3123, 0.0601, 0.1689]],
  "charge": 1,
  "orbital_gap_ha": [0.3052, 0.3025],
  "s_squared": 8.75,
  "e_above_lowest_kcal_mol": 50.0,
  "energy_ev": -107705.5380,
  "mol_weight_g_mol": 702.7,
  "max_force_ha_per_bohr": 0.0191,
  "spin_multiplicity": 6,
  "e_lumo_ev": [-1.790, -1.972]
}